The molecule C4H8N4, computed with wB97M-V/def2-TZVPD.

Each line ends with the Mulliken charge.
Atoms and positions in Å:
C -0.88672 -0.69217 0.11288  0.50
C 0.10331 1.15627 0.18357  0.21
C -2.22557 -0.62046 -0.05327  -0.96
C -0.36106 2.37404 0.10562  -0.88
N -0.12129 -1.78481 0.11848  -0.25
N 1.39181 0.90028 -0.22509  -0.27
N 1.29164 -1.56309 -0.22416  -0.40
N 1.76829 -0.32384 0.36301  -0.28
H -2.87662 -1.44168 0.01426  0.33
H -2.77843 0.33593 -0.02525  0.22
H 0.23432 3.22411 0.02946  0.36
H -1.29789 2.50351 0.58764  0.27
H -0.34671 -2.53562 -0.54448  0.33
H 1.54682 1.13011 -1.27962  0.28
H 1.73448 -2.27955 0.38040  0.28
H 2.82362 -0.38303 0.45656  0.27

The molecular weight is 112.136 g mol⁻¹. Its charge is 0. The value obtained for the energy relative to the best compared isomer or geometry (same formula, charge and spin) is 7.524 eV. The gap between HOMO and LUMO comes out at 8.580 eV.